Entry A
Here is C5H10ClNO2 as an isolated structure from the Open Molecules 2025 dataset. Energies are from ωB97M-V/def2-TZVPD.

**Gap between HOMO and LUMO**: 0.360 Eh
**HOMO level**: -9.04 eV
**2S+1**: 1

Each line ends with the natural charge from an NBO analysis.
Element x y z (Å)
1 C 0.443 0.057 -0.796  0.678
2 C -2.245 0.505 -0.844  -0.642
3 C -1.353 -0.728 1.196  -0.678
4 C 2.865 -0.328 -0.581  -0.442
5 C -1.193 0.353 0.255  -0.045
6 N 1.577 0.101 -0.128  -0.180
7 O 0.375 -0.080 -1.983  -0.601
8 O 1.739 0.273 1.280  -0.546
9 Cl -0.939 1.895 1.067  -0.059
10 H -1.899 1.208 -1.576  0.240
11 H -3.205 0.782 -0.578  0.219
12 H -2.429 -0.472 -1.189  0.221
13 H -2.446 -0.539 1.616  0.210
14 H -0.698 -0.778 2.092  0.243
15 H -1.536 -1.686 0.687  0.238
16 H 3.515 0.401 -1.222  0.210
17 H 3.487 -0.493 0.330  0.239
18 H 2.850 -1.271 -1.245  0.220
19 H 1.094 0.799 1.619  0.476

---

Entry B
Here is C5H10ClNO2 as an isolated structure from the Open Molecules 2025 dataset. Energies are from ωB97M-V/def2-TZVPD.

**Gap between HOMO and LUMO**: 0.366 Eh
**HOMO level**: -10.07 eV
**2S+1**: 1

Each line ends with the natural charge from an NBO analysis.
Element x y z (Å)
1 C 1.932 1.233 -1.026  -0.595
2 C -0.616 -2.073 0.854  -0.693
3 C 1.110 0.190 -0.108  -0.467
4 C -0.325 0.465 -0.340  -0.073
5 C -1.506 -0.979 0.336  -0.167
6 N -0.937 1.632 0.265  0.498
7 O -1.813 2.179 -0.385  -0.371
8 O -0.578 1.948 1.391  -0.398
9 Cl -2.578 -1.497 -0.967  -0.009
10 H 1.740 0.995 -2.016  0.208
11 H 1.460 2.204 -0.634  0.212
12 H 2.962 1.046 -0.637  0.223
13 H -0.716 -2.950 0.253  0.234
14 H -0.633 -2.428 1.892  0.242
15 H 0.482 -1.810 0.696  0.230
16 H 1.529 -0.839 -0.368  0.231
17 H 1.153 0.429 1.020  0.243
18 H -0.568 0.604 -1.358  0.215
19 H -2.101 -0.349 1.134  0.235

---

Quick one: most stable of them? entry A

---

Entry A
Here is the molecule C19H24N4O3 from the Open Molecules 2025 dataset. Energies are from ωB97M-V/def2-TZVPD.

**Gap between HOMO and LUMO**: 0.326 Eh
**SMILES**: [H]/N=c1/[nH]cc(C(=O)N2C[C@H](C)[C@H](NC(=O)CCc3cccc(C)c3)C2)o1
**HOMO level**: -8.32 eV
**2S+1**: 1

Each line ends with the natural charge from an NBO analysis.
Element x y z (Å)
1 H 2.525 -7.713 -0.008  0.359
2 N 2.188 -8.174 -0.845  -0.763
3 C 1.609 -7.363 -1.617  0.673
4 N 1.041 -7.660 -2.837  -0.592
5 C 0.503 -6.519 -3.395  -0.001
6 C 0.720 -5.521 -2.535  0.097
7 C 0.372 -4.100 -2.713  0.640
8 O -0.045 -3.733 -3.805  -0.627
9 N 0.527 -3.239 -1.683  -0.423
10 C 0.778 -3.533 -0.265  -0.207
11 C 0.205 -2.310 0.451  -0.234
12 C -1.290 -2.463 0.709  -0.621
13 C 0.526 -1.191 -0.556  -0.057
14 N -0.172 0.054 -0.360  -0.619
15 C 0.454 1.208 0.002  0.691
16 O 1.652 1.270 0.204  -0.630
17 C -0.474 2.397 0.193  -0.493
18 C 0.235 3.752 0.044  -0.432
19 C -0.050 4.690 1.189  -0.005
20 C 0.518 4.449 2.438  -0.189
21 C 0.245 5.293 3.502  -0.209
22 C -0.597 6.384 3.332  -0.231
23 C -1.175 6.643 2.096  0.006
24 C -2.111 7.807 1.909  -0.630
25 C -0.888 5.786 1.035  -0.231
26 C 0.224 -1.832 -1.911  -0.218
27 O 1.407 -6.018 -1.427  -0.465
28 H 1.054 -8.586 -3.220  0.431
29 H 0.017 -6.488 -4.352  0.247
30 H 0.284 -4.452 0.039  0.217
31 H 1.849 -3.643 -0.077  0.204
32 H 0.724 -2.132 1.394  0.222
33 H -1.836 -2.659 -0.218  0.206
34 H -1.476 -3.299 1.383  0.220
35 H -1.707 -1.567 1.170  0.214
36 H 1.587 -0.952 -0.487  0.243
37 H -1.161 0.090 -0.543  0.395
38 H -0.867 2.298 1.210  0.238
39 H -1.334 2.319 -0.476  0.212
40 H -0.050 4.218 -0.899  0.210
41 H 1.308 3.556 0.001  0.249
42 H 1.186 3.604 2.566  0.210
43 H 0.698 5.107 4.468  0.211
44 H -0.801 7.044 4.167  0.208
45 H -2.068 8.189 0.888  0.215
46 H -3.143 7.511 2.106  0.219
47 H -1.867 8.623 2.589  0.216
48 H -1.325 5.985 0.061  0.203
49 H -0.826 -1.707 -2.196  0.195
50 H 0.828 -1.426 -2.721  0.225

---

Entry B
Here is C19H24N4O3 as an isolated structure from the Open Molecules 2025 dataset. Energies are from ωB97M-V/def2-TZVPD.

**Gap between HOMO and LUMO**: 0.250 Eh
**HOMO level**: -7.26 eV
**2S+1**: 1

Each line ends with the natural charge from an NBO analysis.
Element x y z (Å)
1 C -7.102 -1.487 0.748  -0.236
2 H -6.772 -2.019 -0.275  0.193
3 O -6.678 -0.029 0.553  -0.473
4 C -5.481 0.195 0.320  0.362
5 C -4.472 -0.844 0.032  -0.355
6 C -3.276 -0.240 0.005  -0.052
7 C -3.088 1.117 0.055  0.117
8 C -4.076 2.157 -0.070  -0.168
9 C -5.359 1.642 0.184  -0.237
10 H -6.118 2.220 0.403  0.208
11 H -3.960 3.402 0.022  0.249
12 N -1.775 1.585 -0.446  -0.371
13 C -1.009 0.104 -0.547  -0.029
14 C -1.929 -0.670 -0.218  0.171
15 N -1.604 -2.082 -0.420  -0.428
16 C -0.419 -2.326 -0.380  0.284
17 N 0.655 -1.517 -0.641  -0.382
18 C 0.322 -0.033 -0.573  0.592
19 O 1.369 0.939 -0.862  -0.697
20 C 1.973 -1.702 -0.763  -0.222
21 H 2.411 -1.017 -1.637  0.250
22 C 2.629 -1.676 0.612  -0.398
23 H 2.325 -2.452 1.134  0.190
24 H 2.507 -0.774 1.142  0.227
25 C 4.266 -1.811 0.045  -0.174
26 N 5.178 -0.773 0.258  -0.458
27 C 5.167 -0.259 1.523  -0.174
28 H 5.403 -0.618 2.301  0.178
29 C 6.207 0.916 1.544  -0.024
30 O 6.105 1.817 0.447  -0.539
31 C 5.970 1.278 -0.899  -0.032
32 C 4.797 0.112 -0.941  -0.220
33 H 4.848 -0.372 -1.738  0.173
34 H 3.848 0.538 -0.708  0.213
35 H 5.734 1.860 -1.605  0.165
36 H 6.949 0.856 -1.034  0.163
37 H 6.370 1.559 2.171  0.177
38 H 7.239 0.442 1.548  0.123
39 H 4.200 0.505 1.767  0.119
40 H 4.519 -2.471 1.207  0.141
41 H 4.537 -2.601 -0.484  0.201
42 H 1.892 -2.660 -1.114  0.194
43 H -0.118 -3.366 -0.517  0.164
44 C -1.116 2.645 -0.450  -0.404
45 H -1.602 3.383 -1.398  0.121
46 H -1.072 3.310 0.417  0.181
47 H 0.084 2.546 -0.594  0.297
48 H -4.497 -1.882 0.267  0.242
49 H -8.197 -1.440 0.746  0.206
50 H -6.751 -1.906 1.537  0.172

---

Quick one: most stable of them? entry A